Record 1
{"formula": "C2H3O2P", "method": "ωB97M-V/def2-TZVPD", "smiles": "C#COPO", "homo_energy_ev": -9.425, "charge": 0, "e_above_lowest_kj_mol": 265.3, "species": ["C", "C", "O", "O", "P", "H", "H", "H"], "positions_angstrom": [[-2.4781, -0.2447, 0.2708], [-1.3386, 0.0811, 0.0602], [2.3352, 0.4097, 0.3302], [0.0216, 0.5643, 0.1077], [1.2868, -0.6647, -0.0305], [-3.3403, -0.5648, -0.2050], [2.0476, 1.0891, 0.9897], [1.4658, -0.6701, -1.5230]], "atomic_forces_ev_per_a": [[0.9917, 0.1514, -0.6492], [5.0061, 1.7658, 0.8522], [2.3354, 2.6378, 1.2840], [-4.1405, -2.4811, -0.6285], [-2.8705, -0.9485, -1.2213], [-1.5294, -0.4314, 0.0207], [0.3496, -0.9280, -0.7824], [-0.1424, 0.2341, 1.1247]], "lowdin_charge": [0.076, -0.229, -0.360, -0.364, 0.810, 0.007, 0.097, -0.037]}

=====

Record 2
{"formula": "C2H3O2S2", "method": "ωB97M-V/def2-TZVPD", "homo_energy_ev": -2.714, "charge": -1, "e_above_lowest_kj_mol": 285.8, "species": ["C", "C", "O", "O", "S", "S", "H", "H", "H"], "positions_angstrom": [[0.9413, -0.0492, -0.2857], [-0.2182, -0.5897, 0.3993], [-1.9903, 1.5605, -0.3824], [-1.3254, -1.0620, -0.2432], [2.4542, 0.7379, 0.4605], [-1.7946, 0.4224, 0.5796], [1.3660, -0.7688, -0.9453], [0.5901, 0.6919, -1.0496], [-0.0231, -0.9428, 1.4669]], "atomic_forces_ev_per_a": [[1.1269, 2.2437, -2.1822], [0.2666, 1.2699, 3.4510], [0.5115, -1.6274, 1.2803], [-1.0264, -0.0969, -0.1039], [-0.9109, -0.4380, 0.6174], [0.3161, 0.5934, -1.8980], [0.0639, -1.3114, -0.3869], [-0.2177, -0.3680, 0.6278], [-0.1300, -0.2653, -1.4054]], "lowdin_charge": [-0.785, -0.584, -0.552, -0.303, 0.049, 0.987, 0.022, 0.052, 0.114]}